[1]
Entry from OMol25: a 6-piece molecular cluster, C18H42Cl3N3O14 overall at a distorted geometry (wB97M-V/def2-TZVPD).

Geometry as XYZ:
```
80
Properties=species:S:1:pos:R:3:forces:R:3:mulliken_charge:R:1
N -1.353586 0.115345 0.900997 -1.32 -0.08 -0.46 0.708
H -1.941216 0.903045 0.667937 -0.23 1.01 -0.32 0.002
H -2.053536 -0.504925 1.282357 -0.28 -1.00 0.74 0.305
H -0.661216 0.412505 1.573617 0.73 0.00 0.47 -0.070
H -1.016076 -0.291005 0.040147 0.56 -0.32 -0.18 0.031
Cl -3.255446 2.476105 -0.833023 2.28 0.32 -0.10 1.716
O -3.808306 3.701955 -1.354563 -0.81 0.24 1.09 -0.754
O -1.778136 2.667545 -0.893443 -0.97 -0.55 0.41 -0.651
O -3.605786 2.055305 0.514757 0.04 1.51 0.09 -0.685
O -3.652556 1.409525 -1.659823 -0.30 -1.31 -1.65 -0.613
Cl -5.182116 -1.052405 2.472807 -1.64 -0.69 -2.44 1.645
O -3.834536 -0.609525 2.569717 1.93 0.18 1.76 -0.603
O -5.357006 -2.447715 2.807917 0.54 0.39 0.93 -0.664
O -6.114546 -0.223695 3.153347 -0.37 0.82 3.14 -0.740
O -5.541486 -0.844835 1.133407 -0.44 -0.57 -3.27 -0.698
Cl -2.489976 -3.924705 0.190457 -1.06 0.16 0.75 1.779
O -3.365316 -3.046095 -0.451453 -2.01 2.53 -0.52 -0.644
O -3.257436 -4.737365 1.125567 1.36 -0.12 -0.45 -0.709
O -1.941296 -4.665865 -0.903063 1.81 -2.12 -0.30 -0.746
O -1.448166 -3.172015 0.865067 0.30 -0.47 0.28 -0.627
C 0.330184 0.625795 -3.257503 -0.89 -0.32 -0.79 -1.189
C -0.276676 -0.794895 -3.574603 -0.21 0.46 1.24 1.192
C -0.086716 -1.083875 -5.106923 -1.01 0.48 0.50 -1.401
C 1.333064 -1.379985 -5.505223 -0.73 1.60 -1.29 -0.589
C 1.792554 -2.517665 -4.757293 1.59 -1.55 1.38 -1.466
C 1.728574 -2.398285 -3.182213 0.24 -0.25 -2.04 1.883
N 0.428674 -1.864975 -2.777493 -0.80 -0.69 -1.19 0.205
O 0.191584 -1.916035 -1.346533 0.76 0.71 -1.77 0.051
C 1.944444 -3.854565 -2.744983 0.17 0.33 1.63 -2.217
C 2.893324 -1.469345 -2.740863 -0.56 -0.23 0.87 -1.539
C -1.842106 -0.828835 -3.246423 1.03 -1.07 -0.17 -1.561
H -0.316556 1.365275 -3.729733 -0.19 0.13 0.04 0.475
H 1.296444 0.755785 -3.744883 0.18 -0.10 0.31 0.364
H 0.366434 0.903065 -2.203983 0.09 -0.36 0.02 -0.155
H -0.782576 -1.865095 -5.412823 0.19 -0.50 0.23 0.403
H -0.472856 -0.223875 -5.654083 0.07 0.39 0.15 0.467
H 1.921964 -0.467495 -5.412053 0.29 -0.03 0.33 0.344
H 1.445914 -1.666955 -6.550693 -0.42 0.30 -0.42 0.358
H 2.820314 -2.751505 -5.035043 0.66 0.36 0.44 0.448
H 1.368534 -3.411485 -5.214893 -1.03 -0.24 0.74 0.451
H 1.908044 -3.902625 -1.656653 0.18 0.00 0.25 0.502
H 1.213234 -4.604575 -3.046513 -0.17 0.41 -0.55 0.423
H 2.951954 -4.169545 -3.016653 0.00 -0.06 -0.20 0.453
H 2.894674 -0.521845 -3.279693 -0.09 -0.11 0.00 0.342
H 2.659494 -1.271895 -1.694703 0.19 0.36 0.15 0.085
H 3.905864 -1.872855 -2.748033 -0.06 -0.39 -0.31 0.451
H -2.221046 -1.824625 -3.476433 0.26 -0.32 -0.17 0.472
H -2.463176 -0.170285 -3.853613 0.45 0.50 0.14 0.359
H -2.109506 -0.747795 -2.192843 0.33 0.54 -0.07 0.138
H -0.022696 -2.850285 -1.293103 -0.76 -0.23 0.78 0.196
C 2.060974 0.815595 0.735037 -0.98 -0.61 0.11 -2.454
C 1.986304 1.561225 2.074347 0.88 -0.06 0.33 6.936
C 1.770724 3.116725 1.754807 0.44 -0.28 2.03 -2.200
C 1.395454 3.968975 3.041287 2.45 -0.22 -2.23 -1.203
C 0.146494 3.466895 3.598947 -0.20 -0.36 1.46 -1.842
C 0.269554 1.965785 4.042787 -0.84 -0.61 -1.27 4.250
N 0.811244 1.084255 2.886917 -1.35 3.35 -1.11 -0.935
O 0.749704 -0.252935 3.159637 0.39 -0.60 0.16 -0.265
C 1.072254 1.727625 5.357097 -0.38 1.23 -0.96 -3.074
C -1.210676 1.538305 4.296337 1.16 -0.09 0.59 -2.336
C 3.347074 1.281565 2.829997 -0.38 1.85 -0.72 -3.898
H 1.036884 0.755045 0.366717 0.11 -0.12 -0.39 -0.569
H 2.674734 1.229955 -0.064783 0.11 0.67 0.38 0.316
H 2.438984 -0.199945 0.852947 -0.20 -0.14 0.22 0.528
H 2.726124 3.515405 1.413677 0.11 -0.22 -0.30 0.427
H 1.014984 3.327675 0.998197 -0.09 -0.53 -0.13 0.411
H 2.262144 3.944365 3.701847 -0.11 -0.42 0.49 0.512
H 1.428834 5.011665 2.725387 -0.69 0.19 -0.10 -0.079
H -0.689506 3.738775 2.954527 -0.09 -0.95 -0.51 0.448
H -0.135336 4.037075 4.484137 0.18 -0.09 0.56 0.652
H 2.055134 2.198825 5.351497 0.08 -0.09 -0.15 0.374
H 1.198894 0.664505 5.561627 -0.21 0.06 0.21 0.234
H 0.492354 2.247365 6.119787 0.05 -0.41 0.43 0.484
H -1.631876 2.213515 5.041177 0.08 0.07 0.20 0.377
H -1.139196 0.553225 4.757457 -0.72 -0.19 -0.35 0.490
H -1.882326 1.619475 3.441707 0.29 -0.43 -0.17 0.343
H 3.549984 0.278625 3.205537 -0.65 0.03 0.38 0.271
H 4.209044 1.456695 2.186237 -0.08 0.07 -0.52 0.679
H 3.428914 2.098105 3.547397 0.29 -0.57 0.74 -0.151
H 1.418534 -0.404295 3.831467 0.48 -0.56 0.42 0.350
```
Positions in Å, forces in eV/Å.

Calculated values
E_HOMO (alpha / beta)	3.8 / -1.3	eV
maximum force	0.0736	Eh/bohr
molecular weight	630.900	g/mol
2S+1	2
orbital gap (alpha / beta)	1.6442 / 6.7122	eV
total charge	-3


[2]
Entry from OMol25: C19H17Br4HfN7O6 as an isolated structure (wB97M-V/def2-TZVPD).

Geometry as XYZ:
```
54
Properties=species:S:1:pos:R:3:forces:R:3:mulliken_charge:R:1
Hf -0.299233 -0.595463 0.032943 0.54 -0.37 -0.24 1.484
C -1.609521 -2.010593 3.975675 0.02 0.02 0.02 -1.393
C -1.389671 -1.002749 2.894411 -0.01 -0.06 -0.01 1.258
O -0.591140 -1.395691 1.928939 -0.20 0.06 -0.26 -0.673
C -2.045192 0.199575 2.875941 -0.02 0.05 0.08 -1.219
C -1.892860 1.106164 1.779943 0.04 0.00 0.03 1.387
C -3.112196 1.796181 1.259579 -0.06 -0.04 -0.04 -1.631
N -0.724449 1.354976 1.205755 0.06 0.02 0.18 -0.361
N 0.368612 1.195038 2.096182 -0.10 0.11 -0.02 -0.409
C 1.462021 0.687968 1.636328 -0.13 -0.05 0.20 0.807
O 1.577560 0.110118 0.450160 -0.26 0.13 0.10 -0.790
C 2.640210 0.678745 2.535678 0.12 0.00 -0.14 0.483
C 3.811667 0.063010 2.107995 -0.01 0.01 0.03 -0.432
C 4.926141 0.042447 2.934242 0.00 -0.01 -0.03 -0.628
C 4.872518 0.634733 4.185922 0.02 0.01 0.03 -0.376
C 3.702362 1.250363 4.614433 0.00 0.00 0.00 -0.637
C 2.588119 1.275142 3.794601 0.01 -0.02 -0.03 -0.406
H -2.124173 -2.879664 3.562615 0.01 -0.01 -0.01 0.312
H -0.640580 -2.352472 4.341289 0.01 0.02 0.00 0.325
H -2.188303 -1.603027 4.800978 -0.01 0.00 -0.01 0.411
H -2.841031 0.360654 3.590415 0.02 0.02 0.01 0.334
H -3.573175 2.317996 2.102364 -0.01 0.00 0.00 0.543
H -2.879232 2.533000 0.497500 0.01 0.01 0.01 0.357
H -3.841975 1.083451 0.876831 0.00 0.00 0.00 0.245
H 3.838028 -0.396696 1.129879 0.00 0.00 0.00 0.437
H 5.836096 -0.437758 2.598921 0.00 0.00 0.00 0.398
H 5.741955 0.618152 4.830630 0.00 0.00 0.00 0.384
H 3.661246 1.713710 5.591664 0.00 0.00 0.00 0.390
H 1.671341 1.750279 4.113670 0.00 0.00 0.00 0.412
N -1.382877 2.987792 -1.955103 0.14 0.00 -0.13 -0.690
N -2.050282 2.340684 -3.012435 -0.13 0.02 0.04 -0.029
C -2.519453 1.098391 -2.977610 0.01 0.01 -0.08 0.502
N -2.788388 0.487022 -4.131737 0.10 -0.02 -0.06 -0.375
N -2.717377 0.607750 -1.730768 0.16 0.16 0.01 -0.324
N -2.791430 -0.694692 -1.595931 -0.23 0.00 0.07 1.251
O -2.480988 -1.099453 -0.423482 0.24 -0.01 -0.09 -0.728
O -3.130076 -1.486116 -2.450556 -0.05 -0.05 0.13 -0.764
H -0.412490 2.674592 -2.000744 0.00 -0.06 0.07 0.397
H -1.748023 2.605414 -1.091942 -0.05 0.04 0.06 0.045
H -1.937712 2.788922 -3.905410 -0.04 0.03 -0.01 0.285
H -2.275838 0.778216 -4.950881 -0.02 0.00 0.00 0.242
H -3.118921 -0.464614 -4.085894 -0.03 0.01 0.00 0.254
Br 2.154681 -4.084102 -5.573251 0.00 0.00 -0.02 -0.167
C 1.503620 -2.712049 -4.459692 0.01 -0.13 0.11 0.257
C 1.384819 -1.414300 -4.928959 -0.02 0.15 -0.02 0.141
Br 1.878695 -0.982815 -6.696569 0.00 -0.01 -0.01 -0.174
C 0.888180 -0.406703 -4.087114 0.03 0.00 -0.04 -0.362
Br 0.745450 1.388372 -4.670687 -0.03 0.00 0.03 -0.148
C 0.509647 -0.693849 -2.787990 0.03 -0.21 -0.01 0.539
O -0.035333 0.157803 -1.923248 -0.05 0.07 -0.06 -0.216
C 0.674485 -2.014769 -2.307625 -0.18 0.00 -0.11 0.582
O 0.286678 -2.201967 -1.046328 -0.02 0.04 0.25 -1.031
C 1.142995 -3.013663 -3.136584 0.10 0.05 -0.05 -0.392
Br 1.274786 -4.743430 -2.414967 0.00 0.01 0.00 -0.106
```
Positions in Å, forces in eV/Å.

Calculated values
E_HOMO	-8.1	eV
maximum force	0.0136	Eh/bohr
molecular weight	937.494	g/mol
2S+1	1
orbital gap	7.1471	eV


[3]
Entry from OMol25: C22H34As3N2O2Pt as an isolated structure (wB97M-V/def2-TZVPD).

Geometry as XYZ:
```
64
Properties=species:S:1:pos:R:3:forces:R:3:mulliken_charge:R:1
Pt -0.142022 -0.762787 -0.110467 0.42 0.30 0.38 1.403
O 0.813513 3.175396 0.062291 -0.01 0.01 0.00 -0.669
C 0.300135 2.100080 -0.116480 0.00 -0.05 0.03 0.139
O 0.709711 0.989338 0.447035 -0.06 -0.02 -0.09 -0.926
C -0.900930 1.943095 -1.017022 0.06 0.02 0.02 0.850
C -1.457882 3.095530 -1.590939 -0.04 0.00 -0.04 -0.976
C -2.549888 2.962166 -2.392538 0.06 0.02 0.04 -0.566
C -3.086426 1.677209 -2.618811 -0.03 -0.01 -0.03 1.081
C -4.224395 1.480195 -3.437255 -0.01 -0.03 -0.01 -0.857
C -4.729147 0.229705 -3.637032 0.01 0.04 0.00 -0.562
C -4.113065 -0.879224 -3.020839 0.00 -0.02 0.00 -0.750
C -3.012954 -0.719870 -2.227737 -0.03 -0.05 0.00 -0.264
C -2.468776 0.561667 -2.007030 0.03 -0.02 0.01 0.275
N -1.364314 0.723218 -1.207688 -0.19 0.02 -0.05 -0.105
H -0.990317 4.043599 -1.369475 0.00 0.00 0.00 0.526
H -3.014469 3.823306 -2.856188 0.00 0.00 0.00 0.450
H -4.684489 2.344576 -3.898789 0.00 0.00 0.00 0.394
H -5.599393 0.084128 -4.261875 0.00 0.00 0.00 0.406
H -4.521502 -1.868545 -3.179333 0.00 0.00 0.00 0.421
H -2.554811 -1.573922 -1.755582 -0.02 0.04 -0.01 -0.008
C 3.155914 -0.180249 -1.649988 0.08 -0.03 0.04 -1.232
As 2.275898 -1.330193 -0.369543 -0.13 -0.02 -0.20 0.618
C 2.968941 -3.080922 -0.833919 -0.05 -0.01 0.00 -1.288
C 3.108973 -0.745128 1.287579 0.07 0.01 -0.01 -1.732
C 2.917130 -1.533230 2.603593 0.02 -0.01 0.00 2.682
C 3.159287 -0.532481 3.739140 0.01 0.02 0.02 -1.924
C 1.537416 -2.183729 2.756129 -0.06 -0.05 -0.03 -1.611
As -0.131690 -1.225400 2.402128 -0.20 -0.08 -0.15 0.819
C -1.342181 -2.555969 3.130540 -0.03 0.03 0.02 -1.341
C -0.296275 0.226673 3.674117 0.07 -0.04 0.02 -1.336
C 3.992268 -2.641813 2.637346 0.01 -0.01 0.01 -1.827
As 4.182192 -4.111822 3.968451 0.00 0.02 -0.01 0.320
C 3.499635 -3.382905 5.658266 0.01 -0.01 0.01 -1.101
C 2.632996 -5.239697 3.513588 0.01 0.01 -0.01 -1.005
H 4.236519 -0.308988 -1.588923 0.00 0.00 -0.01 0.438
H 2.898800 0.853196 -1.424996 -0.02 0.00 0.01 0.324
H 2.810146 -0.434966 -2.649788 0.00 0.02 0.00 0.418
H 4.055257 -3.084615 -0.755337 0.00 0.00 0.00 0.421
H 2.680754 -3.294440 -1.862454 0.01 -0.01 0.00 0.465
H 2.552378 -3.848215 -0.183708 0.00 0.00 0.01 0.287
H 2.717063 0.269306 1.384804 -0.02 0.00 0.01 0.530
H 4.178340 -0.654517 1.078386 0.00 0.02 0.02 0.593
H 2.496740 0.330302 3.652365 -0.01 -0.02 0.00 0.409
H 4.184598 -0.160109 3.701339 0.00 0.01 0.00 0.459
H 3.001732 -0.985823 4.716283 0.02 -0.02 0.00 0.309
H 1.447595 -2.588369 3.765022 0.02 0.00 0.01 0.385
H 1.453006 -3.038527 2.073970 0.02 -0.01 0.02 0.327
H -1.078712 -2.796883 4.160126 0.01 0.01 0.00 0.409
H -1.287946 -3.459530 2.524437 0.00 -0.01 0.01 0.360
H -2.359831 -2.170854 3.097181 0.00 -0.01 0.00 0.448
H 0.204317 -0.030600 4.606399 -0.03 0.00 0.01 0.440
H -1.358755 0.378249 3.858052 0.00 0.04 -0.01 0.485
H 0.133778 1.134792 3.258016 0.01 -0.01 -0.02 0.289
H 4.970563 -2.152608 2.648114 0.00 0.00 0.00 0.541
H 3.961032 -3.203250 1.697282 -0.01 0.00 0.00 0.218
H 4.140890 -2.573089 6.002279 0.00 0.00 0.00 0.322
H 3.560384 -4.189193 6.389186 0.00 0.00 0.00 0.402
H 2.467272 -3.038680 5.610964 0.00 0.00 -0.01 0.278
H 2.605763 -5.398435 2.434431 0.01 -0.01 0.00 0.247
H 1.680094 -4.829896 3.844213 -0.01 0.01 0.00 0.232
H 2.779209 -6.209701 3.986790 -0.01 0.00 0.01 0.440
N -1.095627 -3.558934 -0.830267 0.01 -0.01 0.07 -0.396
C -0.760262 -2.480842 -0.565673 0.03 -0.11 -0.11 0.394
H -1.387730 -4.484618 -1.060726 -0.01 0.00 -0.02 0.222
```
Positions in Å, forces in eV/Å.

Calculated values
E_HOMO	-10.4	eV
maximum force	0.0124	Eh/bohr
molecular weight	778.370	g/mol
2S+1	1
orbital gap	7.3814	eV
total charge	+1


Question: Number 1 is which compound?
Answer: C18H42Cl3N3O14